Record 1
A molecular structure, C31H27CrF3N3O4Sb. Source: OMol25; level of theory: the ωB97M-V functional and the def2-TZVPD basis.

Last column: Löwdin charge in e.
Geometry (Å):
1 C -1.92 -2.68 -0.39  -0.16
2 F 1.03 0.98 -7.10  0.10
3 C 0.37 1.36 -4.89  0.01
4 H 0.60 -2.77 4.39  0.18
5 H 1.89 -1.31 -6.33  0.13
6 C 1.63 -2.88 -1.33  -0.41
7 C 1.83 -5.26 -1.69  0.01
8 C 3.77 -3.97 -1.02  0.01
9 H 3.05 7.35 2.00  0.12
10 H 0.02 -4.17 -1.96  0.10
11 H 4.09 3.73 2.57  0.14
12 H 1.74 -2.15 -4.00  0.10
13 Sb 0.54 -1.08 -1.31  1.55
14 C -2.34 -1.48 -2.42  -0.09
15 C -3.25 -3.07 -0.32  -0.01
16 H 0.89 6.10 2.03  0.12
17 N -2.17 -0.61 2.08  0.06
18 H -3.63 -3.73 0.45  0.13
19 C 3.17 -5.17 -1.36  -0.27
20 C 1.35 2.63 1.90  -0.21
21 H 4.47 5.56 0.96  0.12
22 C 1.60 5.99 2.85  -0.17
23 C -3.68 -1.85 -2.37  0.02
24 C 3.01 6.32 2.37  -0.19
25 H -5.29 -1.86 3.87  0.14
26 C 1.07 -4.10 -1.68  -0.11
27 H 0.52 4.26 3.64  0.13
28 C 3.38 3.91 1.77  -0.11
29 Cr -0.49 0.06 1.11  0.69
30 C -2.04 -1.45 3.10  -0.13
31 F -5.40 -2.97 -1.25  0.08
32 H 2.18 4.43 4.24  0.14
33 O -2.07 1.00 0.09  0.02
34 N 0.80 1.70 1.46  0.11
35 C -3.14 -1.93 3.79  0.08
36 H 1.28 6.67 3.65  0.12
37 C -1.45 -1.88 -1.43  -0.39
38 H 4.83 -3.95 -0.78  0.13
39 C 1.35 -1.17 -4.24  -0.09
40 H 2.80 5.46 0.40  0.12
41 C 3.44 5.35 1.28  -0.17
42 H -3.03 -2.62 4.61  0.14
43 O -0.35 -2.59 4.30  0.22
44 C 0.95 0.54 -5.85  -0.27
45 H -4.38 -1.55 -3.14  0.13
46 O 0.26 -1.28 2.58  0.03
47 C -3.37 -0.20 1.67  -0.13
48 O -4.23 1.25 -0.13  0.23
49 H -0.14 1.54 -2.83  0.10
50 C -4.53 -0.63 2.29  0.07
51 C 2.99 -2.82 -1.01  -0.13
52 H -5.08 0.96 0.22  0.15
53 C 0.78 -0.37 -3.26  -0.41
54 C -4.11 -2.63 -1.32  -0.28
55 H -5.51 -0.31 1.97  0.14
56 H 3.56 3.19 0.97  0.13
57 H 3.70 6.26 3.21  0.12
58 H -1.24 -3.05 0.37  0.10
59 C 1.53 4.56 3.37  -0.12
60 C 1.44 -0.72 -5.55  0.02
61 F 3.91 -6.28 -1.37  0.10
62 C -4.40 -1.51 3.36  0.03
63 N 2.02 3.64 2.32  -0.07
64 C 0.29 0.89 -3.59  -0.13
65 H -2.00 -0.87 -3.25  0.11
66 H 3.46 -1.88 -0.74  0.10
67 C -3.20 0.73 0.48  -0.39
68 H 1.41 -6.22 -1.97  0.13
69 H 0.00 2.34 -5.18  0.13
70 C -0.59 -1.77 3.32  -0.41

Calculated values
Energy above the lowest of the compared OMol25 structures with the same formula, charge and spin in kcal/mol: 0.00
HOMO-LUMO gap (alpha / beta) in eV: 6.23 / 6.21
E in a.u.: -3246.60078
F_max in eV/Å: 0.626
Multiplicity: 5
LUMO (alpha / beta) in Ha: -0.2564 / -0.2640
Total charge: +2
HOMO level (alpha / beta) in Eh: -0.4854 / -0.4921

Record 2
A molecular structure, C31H27GaNO5. Source: OMol25; level of theory: the ωB97M-V functional and the def2-TZVPD basis.

Last column: Löwdin charge in e.
Geometry (Å):
1 C -0.04 -1.45 4.51  -0.08
2 C -3.74 -0.76 5.21  0.00
3 C -4.70 -1.06 6.16  -0.06
4 C 4.16 -0.20 -0.81  -0.28
5 C 3.80 -0.03 -3.29  -0.08
6 C -0.74 -2.57 6.64  -0.28
7 H -2.99 3.43 -3.57  0.02
8 H -3.18 2.28 -1.75  0.03
9 C -2.45 -1.26 5.35  -0.08
10 H 6.84 -2.32 -3.92  0.10
11 C 5.64 -1.35 -2.45  -0.01
12 C 1.12 1.97 -1.43  0.01
13 H -4.48 2.74 -8.61  0.07
14 H 6.21 -1.72 -1.61  0.12
15 C 1.60 -2.64 5.81  -0.01
16 H 1.85 -3.23 6.68  0.12
17 H -0.16 2.83 0.04  0.10
18 C 0.29 -2.21 5.63  -0.09
19 C 4.15 -0.37 -4.59  0.00
20 H -1.25 1.38 -6.01  -0.10
21 C -2.12 -2.05 6.45  -0.08
22 N -2.22 2.21 -2.05  -0.12
23 O -0.46 -3.27 7.60  0.10
24 H -2.17 -0.17 -4.02  -0.10
25 H -1.97 1.23 -2.04  0.00
26 C 2.23 -1.58 3.74  -0.04
27 C 2.63 0.88 -3.07  -0.27
28 H 1.12 1.91 1.96  0.10
29 C 2.96 0.65 -0.59  -0.09
30 C -3.09 -2.35 7.40  -0.01
31 Ga -2.38 1.20 -4.88  0.34
32 C 5.98 -1.68 -3.74  -0.07
33 H 3.56 0.01 -5.41  0.12
34 C 0.72 2.23 -0.13  -0.04
35 H 0.55 2.37 -2.26  0.11
36 H -3.98 -0.15 4.35  0.12
37 H -5.13 -2.10 7.99  0.10
38 O -1.72 -0.28 3.33  0.12
39 O 2.03 1.35 -4.00  0.13
40 C 5.24 -1.20 -4.81  -0.06
41 C -4.38 -1.86 7.25  -0.06
42 H -1.26 3.27 -3.62  0.00
43 C -4.28 1.25 -5.69  -0.35
44 C 2.23 1.17 -1.66  -0.07
45 H -5.02 3.31 -7.03  0.07
46 O -4.35 1.36 -7.12  -0.31
47 C -4.27 2.69 -7.54  -0.18
48 H -5.70 -0.67 6.05  0.11
49 H -3.27 3.09 -7.33  0.07
50 C 2.56 0.92 0.71  -0.02
51 H 5.50 -1.47 -5.83  0.10
52 C 2.56 -2.32 4.87  -0.05
53 O 4.81 -0.63 0.12  0.08
54 C 1.44 1.71 0.94  -0.07
55 C -2.18 2.71 -3.46  -0.41
56 H 0.66 -0.56 2.69  0.11
57 C 4.54 -0.52 -2.21  -0.08
58 H 3.58 -2.66 5.01  0.11
59 H -4.83 2.08 -5.21  0.03
60 H 3.12 0.52 1.54  0.10
61 H 2.98 -1.34 3.00  0.10
62 H -4.82 0.34 -5.41  0.03
63 C 0.93 -1.14 3.56  0.01
64 H -2.84 -2.97 8.25  0.12
65 C -1.43 -0.94 4.31  -0.28

Calculated values
Energy above the lowest of the compared OMol25 structures with the same formula, charge and spin in kcal/mol: 3.86
HOMO-LUMO gap in eV: 4.09
E in a.u.: -3553.24623
F_max in eV/Å: 0.795
LUMO in Ha: 0.0144
Total charge: -1
HOMO level in Eh: -0.1359

Record 3
2 unconnected molecules or ions with the total composition C31H27N2OP. Source: OMol25; level of theory: the ωB97M-V functional and the def2-TZVPD basis.

Last column: Löwdin charge in e.
Geometry (Å):
1 C -0.30 6.89 3.40  -0.05
2 H -3.63 -1.61 5.10  0.10
3 H -0.47 -2.70 1.39  0.11
4 H -1.63 8.04 4.65  0.12
5 H 0.85 5.96 1.82  0.10
6 C -2.94 -1.86 4.29  -0.10
7 H -6.23 2.85 -1.65  0.10
8 H 4.82 -2.21 1.98  0.10
9 C -3.08 -3.06 3.59  -0.10
10 C -4.15 4.13 1.43  -0.02
11 H -1.91 5.34 -3.57  0.10
12 H -0.24 4.18 0.45  0.15
13 H -2.29 -4.30 1.99  0.10
14 C -5.69 3.24 -0.79  -0.01
15 C 2.92 -1.21 2.26  -0.08
16 C -1.16 -2.46 2.21  -0.07
17 C -2.26 4.43 -0.35  -0.08
18 C -3.61 4.18 0.14  -0.12
19 C 1.79 -1.67 4.34  -0.09
20 C 2.82 -2.54 4.71  -0.10
21 C -1.17 4.81 0.47  0.13
22 H 2.79 -3.05 5.68  0.10
23 C 3.91 -2.77 3.85  -0.10
24 C -1.91 -0.95 3.95  -0.09
25 C 1.80 -1.03 3.09  -0.25
26 H -5.06 3.03 -3.34  0.08
27 H 4.70 -3.49 4.12  0.10
28 O 0.46 0.05 0.95  -0.39
29 H -0.46 1.44 4.22  0.03
30 H -3.56 4.53 2.25  0.12
31 H 0.96 -1.52 5.04  0.10
32 H -3.42 8.11 2.91  0.11
33 C -2.18 -3.36 2.54  -0.09
34 H -3.28 6.66 0.89  0.13
35 C 3.96 -2.07 2.64  -0.10
36 H 0.55 6.92 4.09  0.12
37 H -1.83 -0.01 4.50  0.08
38 P 0.32 -0.08 2.44  0.67
39 C -1.39 4.72 -2.81  0.00
40 C -6.20 3.17 0.52  -0.07
41 C -4.42 3.78 -0.96  -0.15
42 C -0.09 1.47 3.19  -0.29
43 C -2.44 6.68 1.61  -0.02
44 H -7.17 2.74 0.69  0.10
45 H -0.62 5.33 -2.30  0.09
46 C -2.36 4.27 -1.78  -0.16
47 N 1.13 3.61 2.53  0.07
48 H -4.13 4.34 -4.11  0.10
49 H -5.85 3.57 2.62  0.11
50 H 2.98 -0.69 1.30  0.10
51 C -0.12 6.25 2.18  -0.01
52 H -3.40 2.75 -3.86  0.11
53 C 0.54 2.62 2.78  -0.42
54 C -1.52 7.49 3.72  -0.03
55 N -3.63 3.86 -2.10  -0.04
56 H -3.89 -3.76 3.83  0.10
57 C -4.08 3.48 -3.43  0.01
58 C -2.54 7.49 2.75  -0.07
59 C -1.02 -1.25 2.92  -0.27
60 H -0.89 3.86 -3.31  0.11
61 C -5.44 3.63 1.61  -0.06
62 C -1.26 5.88 1.41  -0.19

Calculated values
Energy above the lowest of the compared OMol25 structures with the same formula, charge and spin in kcal/mol: 91.45
HOMO-LUMO gap in eV: 3.44
E in a.u.: -1723.49623
F_max in eV/Å: 1.866
LUMO in Ha: -0.0977
Total charge: 0
HOMO level in Eh: -0.2240